Density functional theory data (the ωB97M-V functional and the def2-TZVPD basis) for a cluster of 2 separate species, C3H8ClP in total at a distorted geometry.

Energy above the lowest of the compared OMol25 structures with the same formula, charge and spin ... 46.7 kcal/mol
E_HOMO ... -8.539 eV
LUMO energy ... -1.41 eV
Gap between HOMO and LUMO ... 7.1 eV

Geometry as ORCA input:
```
! wB97M-V def2-TZVPD RIJCOSX def2/J DEFGRID3
* xyz 0 1
C -0.71 -1.78 0.61
C 0.10 1.10 1.10
C -0.29 0.13 -1.59
P 0.06 -0.44 0.07
Cl 3.09 0.40 0.21
H -0.58 -2.81 0.11
H -0.92 -1.84 1.64
H 0.64 0.97 2.04
H 0.77 1.73 0.44
H -0.97 1.62 1.24
H -0.46 -0.63 -2.41
H -1.24 0.64 -1.56
H 0.50 0.92 -1.90
*
```

Mulliken population analysis, charges in e, atoms 1 to 4:
1. C -0.721
2. C -0.866
3. C -0.828
4. P 0.537

Density functional theory data (the ωB97M-V functional and the def2-TZVPD basis) for the ion C5H11N with charge +1 at a distorted geometry.

Energy above the lowest of the compared OMol25 structures with the same formula, charge and spin ... 60.5 kcal/mol
E_HOMO (spin up / spin down) ... -15.185 / -16.118 eV
LUMO energy (spin up / spin down) ... -3.74 / -7.93 eV
Gap between HOMO and LUMO (spin up / spin down) ... 11.4 / 8.2 eV

Geometry as ORCA input:
```
! wB97M-V def2-TZVPD RIJCOSX def2/J DEFGRID3
* xyz 1 2
C 0.84 -0.49 1.79
N 1.41 -0.97 -1.24
C 0.25 -0.29 -0.80
C -0.07 -0.07 0.49
C -1.31 0.69 1.00
C -0.61 0.33 -2.07
H 0.63 0.27 2.48
H 1.88 -0.47 1.55
H 0.60 -1.43 2.34
H 2.10 -0.20 -1.35
H 1.58 -1.45 -0.29
H -1.20 0.97 1.99
H -2.29 0.20 0.72
H -1.54 1.67 0.52
H -0.06 1.21 -2.38
H -0.51 -0.30 -2.95
H -1.71 0.32 -1.81
*
```

Mulliken population analysis, charges in e, atoms 1 to 4:
1. C -1.484
2. N -0.474
3. C 0.489
4. C 0.632

Density functional theory data (the ωB97M-V functional and the def2-TZVPD basis) for a cluster of 2 separate species, C2H4N2O2 in total at a distorted geometry.

Energy above the lowest of the compared OMol25 structures with the same formula, charge and spin ... 43.1 kcal/mol
SMILES string ... N=C=O.NC=O
E_HOMO ... -10.212 eV
LUMO energy ... 0.49 eV
Gap between HOMO and LUMO ... 10.7 eV

Geometry as ORCA input:
```
! wB97M-V def2-TZVPD RIJCOSX def2/J DEFGRID3
* xyz 0 1
N -1.38 -1.00 -1.39
C -1.14 -2.07 -0.87
N 1.39 0.60 1.02
C 0.52 1.33 0.20
O -1.47 -3.20 -0.81
O -0.66 1.12 0.19
H -1.49 -0.04 -1.16
H 1.03 -0.01 1.74
H 2.18 1.10 1.39
H 1.03 2.16 -0.32
*
```

Mulliken population analysis, charges in e, atoms 1 to 4:
1. N -0.379
2. C 0.456
3. N -0.411
4. C 0.179

Density functional theory data (the ωB97M-V functional and the def2-TZVPD basis) for a structure of composition C37H46BrNO2PPtS2 at a distorted geometry.

Energy above the lowest of the compared OMol25 structures with the same formula, charge and spin ... 57.8 kcal/mol
E_HOMO (spin up / spin down) ... -11.603 / -11.584 eV
LUMO energy (spin up / spin down) ... -7.45 / -9.23 eV
Gap between HOMO and LUMO (spin up / spin down) ... 4.1 / 2.4 eV

Geometry as ORCA input:
```
! wB97M-V def2-TZVPD RIJCOSX def2/J DEFGRID3
* xyz 2 2
Pt -0.64 0.55 -0.79
N 1.17 1.03 -1.61
C 2.04 2.04 -1.07
C 3.36 1.69 -0.86
C 4.27 2.63 -0.40
C 3.85 3.93 -0.14
C 2.52 4.27 -0.33
C 1.59 3.32 -0.79
P -0.13 3.83 -0.90
C -0.56 4.76 0.56
C -1.20 4.16 1.65
C -1.49 4.91 2.77
C -1.15 6.26 2.82
C -0.53 6.86 1.74
C -0.23 6.12 0.60
C -0.34 4.83 -2.35
C 0.54 4.66 -3.43
C 0.30 5.33 -4.62
C -0.81 6.16 -4.73
C -1.67 6.34 -3.66
C -1.44 5.68 -2.47
H 1.65 0.13 -1.65
H 0.85 1.25 -2.55
H 3.69 0.68 -1.07
H 5.30 2.35 -0.25
H 4.55 4.68 0.20
H 2.19 5.27 -0.10
H -1.48 3.11 1.61
H -2.00 4.45 3.61
H -1.39 6.84 3.69
H -0.28 7.91 1.77
H 0.23 6.60 -0.25
H 1.41 4.03 -3.33
H 0.98 5.20 -5.45
H -0.99 6.67 -5.67
H -2.52 7.00 -3.75
H -2.12 5.82 -1.63
C -2.37 -7.14 -1.56
C -2.74 -6.21 -0.40
C -4.26 -6.01 -0.39
C -2.31 -6.85 0.93
C -1.99 -4.90 -0.56
C -2.66 -3.66 -0.62
C -1.93 -2.52 -0.76
Br -2.86 -0.86 -0.86
C -0.49 -2.52 -0.89
O 0.15 -1.45 -1.10
C 0.20 -3.80 -0.80
C -0.58 -4.92 -0.65
C 1.72 -3.87 -0.83
C 2.23 -3.38 -2.20
C 2.30 -3.01 0.30
C 2.22 -5.30 -0.64
H -2.93 -8.07 -1.46
H -1.31 -7.40 -1.57
H -2.63 -6.70 -2.53
H -4.74 -6.99 -0.28
H -4.63 -5.57 -1.32
H -4.59 -5.40 0.45
H -2.84 -7.79 1.06
H -2.56 -6.20 1.78
H -1.24 -7.06 0.96
H -3.74 -3.61 -0.55
H -0.10 -5.88 -0.58
H 1.88 -2.38 -2.44
H 1.91 -4.05 -3.00
H 3.32 -3.37 -2.19
H 2.01 -1.96 0.22
H 3.39 -3.07 0.28
H 1.96 -3.37 1.27
H 1.88 -5.97 -1.43
H 1.92 -5.71 0.33
H 3.31 -5.29 -0.66
S -2.79 2.75 -1.19
C -1.23 2.35 -0.98
C -0.91 0.27 5.35
C -0.42 -0.50 4.13
S -0.49 0.51 2.65
O -0.34 -0.46 1.49
C 1.08 1.39 2.77
C 2.30 0.50 2.65
H -0.91 -0.38 6.22
H -1.93 0.63 5.21
H -0.27 1.12 5.58
H -1.07 -1.35 3.89
H 0.60 -0.87 4.25
H 1.04 1.96 3.70
H 1.03 2.11 1.95
H 2.55 0.01 3.59
H 3.17 1.10 2.36
H 2.14 -0.27 1.89
*
```

Mulliken population analysis, charges in e, atoms 1 to 4:
1. Pt 1.606
2. N -0.273
3. C 0.741
4. C -0.767

Density functional theory data (the ωB97M-V functional and the def2-TZVPD basis) for a structure of composition C4H6O at a distorted geometry.

Energy above the lowest of the compared OMol25 structures with the same formula, charge and spin ... 103.1 kcal/mol
E_HOMO (spin up / spin down) ... -7.586 / -7.349 eV
LUMO energy (spin up / spin down) ... 0.84 / 0.65 eV
Gap between HOMO and LUMO (spin up / spin down) ... 8.4 / 8.0 eV

Geometry as ORCA input:
```
! wB97M-V def2-TZVPD RIJCOSX def2/J DEFGRID3
* xyz 0 1
C 0.56 -1.05 -0.23
C 0.43 0.30 0.49
C -0.07 1.14 -0.67
O -1.37 0.96 -0.25
C -1.02 0.23 0.79
H 0.33 -1.92 0.40
H 1.52 -1.21 -0.72
H 1.16 0.68 1.21
H -0.05 -0.69 -1.12
H 0.22 2.07 -1.12
H -1.69 -0.51 1.23
*
```

Mulliken population analysis, charges in e, atoms 1 to 4:
1. C -1.073
2. C 0.148
3. C -0.588
4. O -0.247

Density functional theory data (the ωB97M-V functional and the def2-TZVPD basis) for a cluster of 6 separate species, C30H61BrNO19PS5 in total at a distorted geometry.

E_HOMO ... -8.719 eV
LUMO energy ... -0.14 eV
Gap between HOMO and LUMO ... 8.6 eV

Geometry as ORCA input:
```
! wB97M-V def2-TZVPD RIJCOSX def2/J DEFGRID3
* xyz 0 1
C -2.27 -0.88 -4.87
C -1.90 -1.87 -3.66
C -0.35 -2.27 -3.56
C 0.68 -1.05 -3.84
N 1.78 -0.91 -2.82
P 1.12 -0.54 -1.21
C 2.25 0.88 -0.56
C 1.41 1.77 0.52
C 0.87 3.15 -0.11
Br -1.03 3.47 0.44
O 1.45 -1.87 -0.22
C 0.31 -2.53 0.33
O -0.29 -3.52 -0.14
C -0.21 -1.96 1.74
C -1.69 -1.89 2.16
C -2.02 -1.26 3.56
C -0.89 -0.73 4.52
C 0.62 -0.82 4.07
C 0.95 -1.43 2.69
C -0.61 0.16 -1.22
O -1.62 -0.22 -0.55
O -0.80 1.27 -2.06
H -1.90 -1.20 -5.89
H -3.42 -0.77 -4.89
H -1.86 0.18 -4.62
H -2.35 -1.43 -2.70
H -2.48 -2.85 -3.86
H -0.17 -3.07 -4.38
H -0.04 -2.75 -2.58
H 0.18 -0.04 -4.02
H 1.21 -1.31 -4.84
H 2.29 -1.81 -2.76
H 3.11 0.37 0.00
H 2.56 1.49 -1.47
H 0.58 1.18 1.04
H 2.15 2.07 1.36
H 0.93 3.06 -1.25
H 1.47 4.07 0.19
H -2.50 -2.25 1.45
H -3.11 -1.15 3.92
H -1.14 -0.24 5.54
H 1.47 -0.42 4.72
H 2.05 -1.48 2.34
O 3.06 5.50 -0.98
S 4.19 6.38 -1.13
O 5.40 6.21 -0.38
O 3.69 7.91 -0.97
C 2.97 8.27 0.21
C 3.89 8.44 1.40
C 4.61 6.47 -2.85
H 2.18 7.54 0.42
H 2.47 9.22 0.00
H 4.33 7.49 1.70
H 3.35 8.85 2.26
H 4.72 9.11 1.16
H 3.70 6.66 -3.43
H 5.04 5.52 -3.14
H 5.33 7.27 -3.00
O -1.14 -1.25 7.84
S -1.35 -2.63 8.18
O -2.60 -3.30 7.94
O -0.91 -2.87 9.72
C -1.50 -2.05 10.73
C -2.91 -2.49 11.05
C -0.06 -3.59 7.43
H -1.47 -1.00 10.43
H -0.88 -2.16 11.62
H -3.58 -2.31 10.21
H -3.30 -1.94 11.92
H -2.95 -3.56 11.27
H 0.90 -3.13 7.65
H -0.23 -3.61 6.36
H -0.10 -4.61 7.83
O -4.82 0.54 3.58
S -4.88 1.98 3.47
O -4.03 2.83 4.25
O -6.41 2.45 3.65
C -7.13 2.04 4.81
C -6.73 2.85 6.03
C -4.71 2.42 1.76
H -6.99 0.97 4.99
H -8.19 2.20 4.61
H -5.69 2.64 6.32
H -7.37 2.61 6.88
H -6.79 3.92 5.82
H -5.39 1.81 1.17
H -3.67 2.23 1.47
H -4.93 3.48 1.65
O 2.89 -4.94 -3.77
S 2.70 -6.34 -3.47
O 1.46 -7.01 -3.72
O 3.13 -6.60 -1.93
C 2.52 -5.80 -0.91
C 1.11 -6.26 -0.60
C 4.01 -7.26 -4.22
H 2.54 -4.74 -1.19
H 3.14 -5.91 -0.01
H 0.44 -6.07 -1.45
H 0.71 -5.73 0.27
H 1.09 -7.33 -0.40
H 4.96 -6.79 -3.98
H 3.85 -7.26 -5.29
H 3.98 -8.29 -3.84
O -0.54 0.04 -7.50
S -0.13 0.91 -8.57
O -0.33 0.56 -9.95
O 1.42 1.32 -8.35
C 2.38 0.27 -8.19
C 2.73 -0.37 -9.52
C -0.82 2.52 -8.29
H 2.03 -0.47 -7.47
H 3.28 0.73 -7.77
H 1.88 -0.92 -9.93
H 3.56 -1.07 -9.40
H 3.00 0.39 -10.26
H -0.63 2.81 -7.26
H -1.90 2.46 -8.47
H -0.37 3.22 -8.99
*
```

Mulliken population analysis, charges in e, atoms 1 to 4:
1. C -0.947
2. C -0.204
3. C 0.246
4. C -0.552